This record from the OMol25 dataset describes C37H51N5S4Si2W as an isolated structure. The level of theory is ωB97M-V/def2-TZVPD.

The value obtained for the HOMO-LUMO gap (spin up / spin down) is 0.19635 / 0.19642 Ha. The LUMO energy (spin up / spin down) comes out at -7.20 / -7.20 eV. The highest occupied orbital energy (spin up / spin down) is -12.5 / -12.5 eV. As for the net charge: +2. As for the spin multiplicity: 1. The value obtained for the energy is -107561.0348 eV.

Last column: Löwdin charge in e.
Element x y z (Å)
W 0.107808 0.633261 -0.193446  1.2262
S 2.268550 1.530027 -0.938119  0.7195
C 2.171501 2.272282 -2.527795  -0.5964
C 3.361923 2.530064 -3.212195  -0.0776
C 3.344090 3.310864 -4.353594  -0.0411
C 2.154639 3.862281 -4.824164  -0.0422
C 0.969689 3.616917 -4.151833  -0.0630
C 0.988505 2.806167 -3.022327  -0.5188
S -0.494477 2.400313 -2.163114  1.0248
C -1.146362 1.187911 -3.328780  -0.3201
C -0.077240 0.169069 -3.574534  -0.3364
C 0.239039 -0.196607 -4.871805  0.0190
C 1.317859 -1.035115 -5.096101  0.0044
C 2.043137 -1.476011 -4.008418  0.0076
C 1.663404 -1.082350 -2.732447  -0.3671
C 2.482271 -1.551999 -1.572799  -0.3525
S 1.548145 -1.515284 -0.025124  0.9362
C 2.834989 -1.123463 1.131059  -0.5221
C 3.858212 -2.054471 1.296563  -0.0921
C 4.885132 -1.795999 2.184669  -0.0584
C 4.871833 -0.610352 2.912933  -0.0464
C 3.845767 0.302639 2.757846  -0.0910
C 2.797376 0.058797 1.864224  -0.6400
S 1.493872 1.236746 1.806403  0.6439
N 0.614182 -0.279684 -2.509584  -0.0189
H 4.295308 2.136249 -2.835241  0.1143
H 4.269973 3.506315 -4.876701  0.1206
H 2.154729 4.482467 -5.707662  0.1190
H 0.039740 4.042450 -4.502585  0.1210
H -1.417203 1.697717 -4.252261  0.1064
H -2.045330 0.773624 -2.876124  0.0651
H -0.340838 0.202494 -5.690983  0.1335
H 1.593315 -1.323784 -6.099921  0.1309
H 2.893902 -2.129955 -4.131234  0.1361
H 3.353271 -0.904361 -1.441173  0.0888
H 2.817749 -2.574669 -1.744007  0.1070
H 3.848082 -2.978396 0.733120  0.1184
H 5.684465 -2.510952 2.310803  0.1174
H 5.671225 -0.395875 3.607656  0.1199
H 3.848285 1.222469 3.325431  0.1136
C 0.706952 4.325700 0.399361  -0.1818
Si -0.931710 3.695913 1.011737  0.4712
C -2.317797 4.686234 0.236308  -0.1574
C -0.981730 3.626548 2.879301  -0.1543
N -1.195138 1.925449 0.495014  -0.3015
C -2.489774 1.424517 0.504506  -0.3353
C -3.570610 2.061837 1.150272  -0.0407
C -4.840606 1.572332 1.015300  -0.0343
C -5.067397 0.416352 0.251730  -0.0342
C -4.028859 -0.246054 -0.343583  -0.0435
C -2.697325 0.235260 -0.245527  -0.3254
N -1.576784 -0.315658 -0.851895  -0.2136
Si -1.945387 -1.988704 -1.573025  0.5074
C -0.575218 -3.021281 -2.289673  -0.1540
C -2.590771 -3.014533 -0.143180  -0.1514
C -3.144140 -1.739971 -2.990893  -0.1527
H 0.574970 5.366407 0.105229  0.0512
H 1.122315 3.795029 -0.455539  -0.0392
H 1.460842 4.284831 1.182897  0.0367
H -2.967566 5.124833 0.991790  0.0471
H -2.947473 4.105158 -0.436023  0.0352
H -1.888074 5.505122 -0.340564  0.0414
H -1.553931 4.464954 3.276308  0.0490
H 0.028771 3.697105 3.281158  0.0332
H -1.428577 2.713098 3.266625  0.0188
H -3.406550 2.939779 1.753332  0.0929
H -5.667492 2.078136 1.492459  0.1219
H -6.072612 0.037984 0.140712  0.1215
H -4.259957 -1.140255 -0.895706  0.0766
H 0.243618 -3.271382 -1.617452  0.0189
H -0.195211 -2.700807 -3.251956  0.0271
H -1.114009 -3.957991 -2.469874  0.0661
H -1.919397 -3.859847 0.012839  0.0309
H -3.575395 -3.425375 -0.363902  0.0558
H -2.658940 -2.463754 0.791499  0.0240
H -2.593766 -1.673525 -3.931205  0.0385
H -3.798907 -0.874329 -2.920135  0.0350
H -3.786254 -2.619263 -3.064494  0.0574
C 0.871169 -3.183740 5.235673  -0.0580
C 1.306454 -2.236908 4.130383  -0.1897
N 0.381306 -2.082485 2.996418  -0.0564
C 0.128904 -3.261783 2.157266  -0.2219
C -1.027789 -4.099052 2.684859  -0.0542
C -0.353256 -0.977979 2.859413  -0.4359
C -0.698489 -0.172715 4.081133  0.0137
N -0.833571 -0.610481 1.680625  -0.0066
H 1.559477 -3.088266 6.073450  0.0897
H 0.894760 -4.222786 4.915775  0.0751
H -0.131858 -2.959190 5.595719  0.0815
H 2.252508 -2.574174 3.697558  0.1187
H 1.501869 -1.241209 4.523716  0.1183
H 1.058634 -3.833035 2.109517  0.1288
H -0.110673 -2.929687 1.148649  0.0306
H -0.855607 -4.474168 3.687978  0.0632
H -1.181379 -4.955137 2.029837  0.0858
H -1.947454 -3.514724 2.690190  0.0766
H -0.627499 -0.736571 5.005659  0.0840
H -1.722115 0.188964 3.974245  0.0987
H -0.045885 0.700659 4.129173  0.0705
H -1.580132 0.052820 1.872379  0.0397

Forces on atoms 1 to 3 (eV/Å):
W 0.74 -0.22 -0.81
S -0.33 0.06 0.34
C 0.24 -0.02 -0.12

***

This record from the OMol25 dataset describes C37H53AsN3O4P2SZr as an isolated structure. The level of theory is ωB97M-V/def2-TZVPD.

The value obtained for the HOMO-LUMO gap is 0.27810 Ha. The LUMO energy comes out at -8.56 eV. The energy relative to the best compared isomer or geometry (same formula, charge and spin) comes out at 1.783 eV. The highest occupied orbital energy is -16.1 eV. As for the net charge: +3. As for the spin multiplicity: 1. The value obtained for the energy is -143402.0681 eV.

Last column: Löwdin charge in e.
Element x y z (Å)
Zr 0.132202 -0.471721 0.411016  1.5314
N 0.725083 1.663386 1.273723  -0.0370
C -0.411754 2.489115 1.696241  -0.3172
C -0.369235 3.200693 2.882175  -0.0240
C -1.444514 4.016976 3.221544  -0.0357
C -2.533954 4.133727 2.367280  -0.0414
C -2.565185 3.419975 1.175287  -0.0607
C -1.508818 2.578775 0.842521  -0.3185
P -1.325807 1.548222 -0.628961  1.0565
C -0.277525 2.518334 -1.736825  -0.3612
C -0.623245 3.852104 -1.972610  -0.0595
C 0.163572 4.633903 -2.800216  -0.0314
C 1.302364 4.096617 -3.390773  -0.0279
C 1.651065 2.773695 -3.161865  -0.0444
C 0.862684 1.981174 -2.337961  -0.1094
C -2.890857 1.241875 -1.441327  -0.3560
C -4.046298 0.970606 -0.703358  -0.1059
C -5.207449 0.601220 -1.358965  -0.0558
C -5.212193 0.474264 -2.745171  -0.0347
C -4.062801 0.729535 -3.478391  -0.0307
C -2.898895 1.121361 -2.830733  -0.0682
H 1.238598 2.174552 0.549109  0.0788
H 1.373327 1.587825 2.054777  0.0824
H 0.505013 3.160555 3.523724  0.1260
H -1.415160 4.585557 4.141454  0.1270
H -3.353680 4.791369 2.623244  0.1282
H -3.411704 3.517734 0.506607  0.1230
H -1.510075 4.279033 -1.518468  0.1169
H -0.112796 5.661887 -2.991296  0.1250
H 1.910321 4.709540 -4.042406  0.1256
H 2.520400 2.351606 -3.648278  0.1202
H 1.105575 0.930105 -2.234501  0.0673
H -4.045246 1.073210 0.376149  0.0853
H -6.114053 0.418592 -0.797402  0.1200
H -6.122309 0.185799 -3.254172  0.1269
H -4.060408 0.630943 -4.555691  0.1283
H -2.008334 1.323103 -3.414653  0.1168
C -2.347062 -2.470840 3.792711  -0.1669
As -1.817342 -0.652850 3.575123  1.1097
C -3.323943 0.483856 3.353305  -0.1490
C -0.727949 -0.081221 5.025986  -0.1551
O -0.845099 -0.558577 2.152975  -0.6714
H -2.784146 -2.589352 4.784886  0.0696
H -1.474728 -3.117329 3.711167  0.0516
H -3.092085 -2.730363 3.042149  0.0572
H -3.869611 0.510491 4.297698  0.0745
H -3.968822 0.083191 2.573230  0.0508
H -2.977687 1.484466 3.096214  0.0270
H -1.284771 -0.212375 5.954335  0.0714
H -0.486815 0.971476 4.890631  0.0415
H 0.178126 -0.684191 5.057867  0.0526
O -0.420190 -2.808014 -5.605922  -0.2265
S -1.042690 -1.703714 -4.968233  0.6733
O -1.477303 -0.549539 -5.684410  -0.2461
N -0.038012 -1.171147 -3.718497  0.0705
C -0.633739 -1.316943 -2.607978  -0.4590
O -0.023871 -0.938953 -1.476372  -0.3668
C -1.996244 -1.893585 -2.589754  -0.1653
C -2.890086 -2.088647 -1.551082  -0.0416
C -4.122198 -2.664753 -1.838051  -0.0500
C -4.448901 -3.031795 -3.140386  -0.0231
C -3.565651 -2.805194 -4.192720  0.0095
C -2.352349 -2.230063 -3.885335  -0.2042
H -2.661187 -1.759486 -0.539503  0.0928
H -4.842586 -2.826595 -1.047222  0.1184
H -5.409351 -3.487646 -3.339287  0.1273
H -3.824023 -3.066275 -5.210359  0.1419
N -0.024809 -2.852927 0.598268  0.0223
H 0.554660 -3.266514 1.326189  0.0544
H 0.267461 -3.279458 -0.281951  0.0800
H -0.969917 -3.198217 0.761310  0.0716
C 4.586822 -3.028801 1.573623  -0.0666
C 3.188627 -2.401846 1.542777  -0.5425
C 2.611724 -2.247874 2.955528  -0.1146
P 2.952426 -0.823306 0.612259  1.0334
C 3.801319 0.577094 1.474598  -0.5307
C 5.208993 0.312608 2.019123  -0.0754
C 3.799872 1.824049 0.575597  -0.0994
C 3.634654 -1.019795 -1.093435  -0.5162
C 3.055075 -2.282619 -1.739867  -0.0937
C 5.162770 -1.011909 -1.215618  -0.0701
H 4.546955 -3.924939 2.195091  0.1006
H 5.340603 -2.371394 1.995734  0.0730
H 4.913183 -3.340753 0.584762  0.0709
H 2.566331 -3.105846 0.978469  0.0761
H 3.277509 -1.660011 3.588195  0.0868
H 2.506590 -3.225477 3.428613  0.0976
H 1.631365 -1.753105 2.966085  0.0326
H 3.167664 0.768714 2.349252  0.0843
H 5.898437 -0.006504 1.239668  0.0773
H 5.215978 -0.427858 2.815605  0.0702
H 5.594974 1.243381 2.437435  0.1015
H 4.642643 1.799997 -0.111301  0.0906
H 3.910839 2.722752 1.183098  0.1033
H 2.906062 1.937956 -0.046351  0.0397
H 3.244858 -0.146605 -1.629402  0.0953
H 3.462259 -3.184361 -1.280024  0.0837
H 3.331835 -2.305586 -2.793571  0.1054
H 1.964862 -2.319447 -1.702824  0.0374
H 5.622009 -1.846774 -0.691185  0.0748
H 5.617554 -0.092214 -0.859104  0.0638
H 5.420257 -1.111687 -2.270676  0.1024

Forces on atoms 1 to 3 (eV/Å):
Zr 0.32 0.11 -0.06
N -0.13 0.23 -0.01
C 0.04 0.07 0.12

***

- Which formula does entry 1 have?
  C37H51N5S4Si2W

***

- Look up the energy of the first one.
  -107561.0348 eV